Record 1
Below is a molecular structure, C39H86AsF6N11O3, with properties calculated with ωB97M-V/def2-TZVPD.

As for the spin multiplicity: 2. The HOMO-LUMO gap (spin up / spin down) is 6.209 / 2.361 eV. The value obtained for the relative energy (zero: lowest compared OMol25 entry of this formula, charge and spin) is 0.00 kcal/mol. As for the LUMO energy (spin up / spin down): -16.0 / -19.8 eV. Its net charge is +7.

Atoms and positions in Å:
As 0.4790 0.9147 0.0762
F 1.0153 2.1283 1.2548
F -0.2797 2.2458 -0.8401
F -0.1857 -0.2687 -1.1316
F 1.2783 -0.4471 0.9365
F -0.9264 0.6556 1.1657
F 1.8914 1.1436 -1.0019
C 0.9969 -3.0640 -2.5303
C 1.6688 -3.5928 -3.7883
N 0.8634 -4.5146 -4.4988
C 0.8534 -5.9240 -4.4511
C -0.0825 -6.3888 -5.2832
N -0.7108 -5.3703 -5.9054
C -0.0419 -4.2366 -5.4874
C -1.8668 -5.3951 -6.8009
H 0.7705 -3.7771 -1.7376
H 0.0721 -2.5265 -2.7401
H 1.5606 -2.2744 -2.0334
H 2.5451 -4.2268 -3.6533
H 2.1746 -2.8095 -4.3528
H 1.4481 -6.4478 -3.7173
H -0.4000 -7.3986 -5.4972
H -0.1779 -3.2302 -5.8549
H -1.5948 -5.4028 -7.8564
H -2.4185 -4.4613 -6.6923
H -2.5429 -6.2130 -6.5520
C -3.3555 -0.8940 2.7489
C -4.5078 -0.1253 2.1133
N -5.7762 -0.3044 2.8275
C -6.6405 0.7095 3.2784
C -7.7124 0.1665 3.8832
N -7.5669 -1.2413 3.9090
C -6.3832 -1.5171 3.1527
C -8.4866 -2.2949 4.3601
H -3.1085 -0.4025 3.6899
H -2.5508 -1.0508 2.0306
H -3.5520 -1.9273 3.0349
H -4.6723 -0.5044 1.1047
H -4.2830 0.9339 1.9878
H -6.3083 1.7177 3.0790
H -8.6798 0.5135 4.2151
H -5.9193 -2.4695 2.9423
H -8.2555 -2.7502 5.3232
H -8.3494 -3.1333 3.6772
H -9.4827 -1.8554 4.4128
C 4.1168 3.4017 0.8473
C 4.7379 2.1000 0.2298
N 6.0284 1.7514 0.8490
C 7.2807 2.0785 0.4100
C 8.2454 1.5585 1.2920
N 7.5891 1.0407 2.3134
C 6.2515 1.1172 2.0644
C 8.2177 0.3829 3.4793
H 3.1441 3.5827 0.3899
H 4.7348 4.2863 0.6932
H 3.9035 3.2527 1.9058
H 4.8371 2.2352 -0.8473
H 4.0835 1.2418 0.3821
H 7.3791 2.5687 -0.5472
H 9.3111 1.5766 1.4663
H 5.5583 0.6014 2.7122
H 9.2954 0.5393 3.4313
H 8.0236 -0.6750 3.3029
H 7.7349 0.7773 4.3734
C -2.4699 -7.8478 -0.5973
C -1.9867 -7.1416 -1.8716
N -2.4689 -5.8024 -2.1021
C -3.0425 -5.2325 -3.2654
C -3.3162 -3.8668 -2.9608
N -2.8957 -3.6850 -1.6898
C -2.3601 -4.7773 -1.1633
C -2.9570 -2.3608 -1.1050
H -3.5161 -7.8135 -0.2933
H -1.9513 -7.4070 0.2540
H -2.1295 -8.8776 -0.7054
H -2.2622 -7.7132 -2.7578
H -0.8995 -7.0884 -1.8151
H -3.2808 -5.8047 -4.1499
H -3.7778 -3.0300 -3.4640
H -1.8325 -4.8339 -0.2226
H -1.9677 -1.9143 -1.2059
H -3.1819 -2.3639 -0.0384
H -3.7277 -1.8546 -1.6862
C -1.1149 0.8624 6.1974
N 0.3832 0.9490 5.7359
C 0.4439 2.1603 4.8061
C 1.1445 1.4076 6.9797
C 0.7378 -0.4633 5.0994
C 2.1158 -0.5296 4.4820
O 3.1764 -0.2450 5.3684
H -1.7573 0.8552 5.3168
H -1.3747 1.6849 6.8637
H -1.0871 -0.0186 6.8387
H 1.4820 2.4099 4.5867
H -0.1619 2.9688 5.2154
H -0.0165 1.8308 3.8746
H 1.1159 0.5278 7.6226
H 0.7663 2.2825 7.5085
H 2.1999 1.6045 6.7914
H -0.0684 -0.5550 4.3716
H 0.7637 -1.2192 5.8842
H 2.1408 0.0422 3.5543
H 2.2840 -1.5337 4.0925
H 3.9008 -0.8517 5.1989
C -1.8106 6.7010 0.2263
N -1.2147 5.5164 1.0629
C -1.2404 5.7853 2.5863
C -2.0987 4.2879 0.8007
C 0.2080 5.2195 0.5552
C 1.3158 6.1883 1.0462
O 1.0210 7.5708 0.8754
H -1.5849 6.5123 -0.8232
H -1.2738 7.5464 0.6567
H -2.8421 6.8727 0.5340
H -0.6515 6.6981 2.6765
H -0.8223 4.9711 3.1782
H -2.3169 5.8024 2.7563
H -1.7433 3.4409 1.3875
H -2.0465 4.2732 -0.2880
H -3.0804 4.4162 1.2566
H 0.1028 5.0819 -0.5209
H 0.3364 4.2327 1.0000
H 2.2502 5.8852 0.5739
H 1.5110 5.9992 2.1018
H 1.8150 8.0667 1.0879
C 1.7030 2.5579 -3.6089
N 1.4747 1.5733 -4.7269
C 1.1095 0.1976 -4.0228
C 0.2445 1.9526 -5.5851
C 2.7363 1.6189 -5.6543
C 2.9456 0.5701 -6.7182
O 2.3292 1.0170 -7.9028
H 2.4688 2.0679 -3.0077
H 0.8413 2.6374 -2.9462
H 2.0351 3.4500 -4.1399
H 1.8785 -0.1093 -3.3140
H 1.0338 -0.5520 -4.8105
H 0.1898 0.2832 -3.4440
H -0.0947 1.1980 -6.2947
H 0.5029 2.8803 -6.0957
H -0.5040 2.2285 -4.8423
H 3.5204 1.5326 -4.9020
H 2.6466 2.6103 -6.0982
H 2.5327 -0.4063 -6.4648
H 4.0303 0.5448 -6.8226
H 2.2194 0.2173 -8.4224

Atoms 1-6, force components in eV/Å:
-1.150 -0.855 -0.229
0.385 -0.925 -0.692
0.294 -1.158 0.827
0.593 1.146 1.274
-0.341 1.606 -0.893
0.987 0.330 -1.303

Record 2
Below is a molecular structure, C50H46BrN5O5ReTe, with properties calculated with ωB97M-V/def2-TZVPD.

As for the spin multiplicity: 3. The HOMO-LUMO gap (spin up / spin down) is 5.674 / 5.145 eV. The value obtained for the relative energy (zero: lowest compared OMol25 entry of this formula, charge and spin) is 89.17 kcal/mol. As for the LUMO energy (spin up / spin down): -3.8 / -4.4 eV. Its net charge is +1.

Atoms and positions in Å:
Re 0.9354 -1.9399 -0.0172
C 1.5115 4.2031 -1.6691
O 2.8895 4.0443 -1.2208
C 3.3009 3.1397 -0.3485
C 4.3644 3.5214 0.4871
C 5.1521 2.4986 1.0091
C 4.9438 1.1487 0.7820
C 3.7762 0.7205 0.1210
C 3.8526 -0.7456 -0.2494
N 2.9971 -1.7565 -0.4443
N 3.6599 -2.9480 -0.7878
C 2.8227 -3.9217 -0.9187
O 1.5390 -3.7634 -0.8817
C 3.4451 -5.2705 -1.1039
C 4.6057 -5.2541 -1.9022
C 5.2432 -6.4948 -2.2535
C 4.7632 -7.6942 -1.6743
C 3.7142 -7.6549 -0.7719
C 3.0296 -6.4590 -0.5245
C 2.9346 1.7998 -0.4190
O 1.8605 1.5513 -1.2047
H 1.3038 5.2617 -1.5475
H 0.8382 3.6315 -1.0974
H 1.4696 3.9433 -2.7411
H 4.6091 4.6015 0.5164
H 6.0833 2.8055 1.4872
H 5.6798 0.3850 1.0171
H 4.8942 -1.0668 -0.2331
H 5.0074 -4.3867 -2.3862
H 6.0553 -6.5021 -2.9435
H 5.2565 -8.5953 -1.9717
H 3.4427 -8.5482 -0.2367
H 2.2232 -6.4230 0.1638
Br -6.0887 -3.4579 -1.9853
C -4.4705 -3.2802 -1.0418
C -4.3166 -2.2979 -0.0462
C -3.1149 -2.1706 0.5719
C -2.0556 -2.9578 0.1139
C -2.1493 -3.8825 -0.9015
C -3.4013 -4.0592 -1.4542
N -0.7873 -2.7875 0.8123
C -0.7670 -3.3822 1.9402
C 0.4207 -3.1875 2.7246
C 0.4376 -3.4130 4.0670
C 1.6716 -3.2740 4.6915
C 2.7777 -2.8357 3.9764
C 2.6666 -2.5558 2.6317
N 1.4929 -2.8166 2.0393
H -5.0609 -1.5553 0.1949
H -3.0641 -1.3541 1.2677
H -1.2773 -4.4882 -1.2264
H -3.4876 -4.7688 -2.2751
H -1.6039 -3.9323 2.3002
H -0.4641 -3.7041 4.5836
H 1.8090 -3.4562 5.7488
H 3.7483 -2.6620 4.4620
H 3.4967 -2.1668 2.0161
O 0.6949 -0.3861 1.1002
H 1.5912 0.7276 -1.4436
H 0.5992 0.5545 0.9450
C -1.0554 7.9496 3.3584
C -1.3745 6.6853 2.6238
C -2.4580 6.4998 1.7362
C -2.6565 5.2759 1.1537
C -3.7135 5.0608 0.1291
C -1.7647 4.1788 1.3953
Te -1.8154 2.2895 0.4283
N 0.1927 -1.2034 -1.4410
C -0.7599 -1.1079 -2.4950
O -1.9255 -1.0420 -2.2809
C -0.1110 -0.9191 -3.8426
C 0.1472 -1.8751 -4.8062
C 0.9689 -1.4915 -5.9058
C 1.4161 -0.1736 -6.0610
C 0.8939 0.7931 -5.2172
C 0.1092 0.4256 -4.1482
C -3.8457 1.7564 0.8917
C -4.2208 1.6264 2.2596
C -5.3794 1.0282 2.6666
C -6.3058 0.6099 1.6593
C -6.0011 0.8098 0.3401
C -4.7291 1.3216 -0.0989
C -4.3779 1.1869 -1.5619
C -0.6470 4.3961 2.2695
C 0.2700 3.2790 2.6606
C -0.4881 5.6153 2.8685
H -1.4130 8.9177 3.0459
H 0.0249 8.0154 3.4785
H -1.3897 7.8481 4.4179
H -3.0573 7.3954 1.6420
H -4.1638 5.9517 -0.2132
H -4.5147 4.3862 0.4846
H -3.3013 4.4950 -0.7839
H -0.1583 -2.9252 -4.7097
H 1.2267 -2.1920 -6.6822
H 1.9739 0.1676 -6.9786
H 1.0152 1.8843 -5.3566
H -0.1529 1.1485 -3.4263
H -3.5089 2.0720 3.0012
H -5.5550 0.8670 3.6925
H -7.2400 0.1028 1.9808
H -6.7410 0.4423 -0.3992
H -5.1550 1.4836 -2.2296
H -4.1951 0.1171 -1.7393
H -3.4296 1.8018 -1.6614
H 1.2435 3.4304 2.2273
H -0.1264 2.2833 2.4046
H 0.4409 3.2123 3.7716
H 0.3069 5.8383 3.6025

Atoms 1-6, force components in eV/Å:
0.429 -0.398 -0.183
1.360 0.745 -0.800
-1.190 1.096 -0.680
0.998 -0.381 0.808
-0.454 -0.631 -0.693
1.264 0.635 0.528

Record 3
Below is a single C17H17NO5 molecule, with properties calculated with ωB97M-V/def2-TZVPD.

As for the spin multiplicity: 1. The HOMO-LUMO gap is 9.376 eV. The value obtained for the relative energy (zero: lowest compared OMol25 entry of this formula, charge and spin) is 10.52 kcal/mol. As for the LUMO energy: 0.3 eV.

Atoms and positions in Å:
C 3.6079 -4.1854 2.2036
O 2.4884 -3.3759 1.8784
C 2.2703 -2.3271 2.6886
O 2.9805 -2.0620 3.6278
C 1.0830 -1.5387 2.2880
C 0.2195 -1.9589 1.2798
C -0.8624 -1.1805 0.9210
C -1.0923 0.0375 1.5569
N -2.1730 0.8586 1.2146
C -2.6274 1.2955 -0.0001
O -3.6314 1.9710 -0.0452
C -1.7993 0.9550 -1.2264
C -0.3129 1.3482 -1.0815
C 0.6341 0.1833 -1.1837
O 0.4475 -0.8239 -1.8118
O 1.7667 0.4120 -0.5065
C -0.1031 2.3299 -2.2807
C -0.2706 1.5124 -3.5361
C -1.5545 1.1949 -3.6356
C -2.2621 1.7944 -2.4495
C -1.4416 3.0725 -2.2500
C -0.2548 0.4332 2.6014
C 0.8241 -0.3443 2.9588
H 3.6569 -4.9575 1.4402
H 4.5216 -3.5871 2.2060
H 3.4798 -4.6305 3.1924
H 0.3972 -2.8970 0.7788
H -1.5377 -1.5268 0.1559
H -2.6563 1.2919 1.9936
H -1.8916 -0.1094 -1.4520
H -0.1058 1.8802 -0.1512
H 2.3797 -0.3336 -0.6069
H 0.8090 2.9155 -2.1986
H 0.5417 1.2126 -4.1712
H -2.0297 0.5723 -4.3699
H -3.3406 1.8981 -2.5138
H -1.6492 3.5778 -1.3089
H -1.5487 3.7726 -3.0763
H -0.4529 1.3611 3.1179
H 1.4899 -0.0420 3.7525

Atoms 1-6, force components in eV/Å:
0.346 -0.110 0.231
-0.339 0.156 -0.179
0.251 -0.060 0.189
-0.051 -0.039 -0.097
-0.271 0.097 -0.108
0.233 0.050 0.177

Record 4
Below is 2 unconnected molecules or ions with the total composition C2O2S2, with properties calculated with ωB97M-V/def2-TZVPD.

As for the spin multiplicity: 1. The HOMO-LUMO gap is 9.591 eV. The value obtained for the relative energy (zero: lowest compared OMol25 entry of this formula, charge and spin) is 3.26 kcal/mol. As for the LUMO energy: -0.3 eV.

Atoms and positions in Å:
C 0.1507 1.8007 -0.7920
C -0.1500 -1.8182 0.7808
O 0.9364 1.0265 -1.1706
O -0.6191 2.6426 -0.5542
S 0.9306 -2.9351 0.8801
S -1.2486 -0.7166 0.8558

Force components x, y, z for each atom (eV/Å):
0.202 0.412 -1.127
0.125 -0.200 0.577
-0.525 0.315 0.716
0.376 -0.721 0.376
-0.403 0.470 -0.311
0.224 -0.276 -0.231